No. 1
{"formula": "C33H47Br44IO6S", "method": "ωB97M-V/def2-TZVPD", "symbols": ["I", "Br", "Br", "Br", "Br", "Br", "Br", "Br", "Br", "Br", "Br", "Br", "Br", "Br", "Br", "Br", "Br", "Br", "Br", "Br", "Br", "Br", "Br", "Br", "Br", "Br", "Br", "Br", "Br", "Br", "Br", "Br", "Br", "Br", "Br", "Br", "Br", "Br", "Br", "Br", "Br", "Br", "Br", "Br", "Br", "S", "O", "O", "O", "O", "O", "O", "C", "C", "C", "C", "C", "C", "C", "C", "C", "C", "C", "C", "C", "C", "C", "C", "C", "C", "C", "C", "C", "C", "C", "C", "C", "C", "C", "C", "C", "C", "C", "C", "C", "H", "H", "H", "H", "H", "H", "H", "H", "H", "H", "H", "H", "H", "H", "H", "H", "H", "H", "H", "H", "H", "H", "H", "H", "H", "H", "H", "H", "H", "H", "H", "H", "H", "H", "H", "H", "H", "H", "H", "H", "H", "H", "H", "H", "H", "H", "H"], "positions_angstrom": [[-2.962, -5.161, -4.191], [-2.318, -8.870, 0.482], [5.503, -4.504, 7.020], [2.438, 1.206, -5.086], [-6.386, 8.477, -3.024], [1.597, -1.509, 2.344], [-0.898, 3.904, 4.118], [-12.319, 7.367, 4.799], [-10.817, 5.692, 7.059], [-4.724, -3.610, -1.436], [-0.509, -3.816, 0.497], [-3.483, 2.571, 5.426], [1.378, -4.302, 3.865], [-7.608, 7.645, 2.092], [1.837, -1.907, -5.162], [-9.817, 8.682, -0.911], [11.796, -5.086, -4.395], [2.570, -3.267, 6.939], [-2.375, -6.836, -1.977], [3.504, -6.407, -0.595], [0.662, 0.009, -7.449], [-2.480, 1.608, 2.566], [-4.765, 5.314, 0.535], [-3.185, 6.303, 7.067], [5.105, -1.342, 6.971], [0.117, -6.865, 0.008], [-0.111, 5.958, 7.826], [-9.921, 3.703, 3.491], [-9.511, 8.371, 5.926], [-11.770, 1.652, 1.906], [-5.421, 9.804, 1.273], [-8.404, 8.794, -5.467], [14.519, -4.578, -2.816], [-11.039, 6.213, 0.686], [12.815, -7.209, -2.249], [5.837, -4.251, -1.184], [-6.747, 11.314, -4.431], [-10.657, 6.031, -2.475], [-7.583, 4.353, -0.627], [-9.824, 0.601, 4.204], [-0.990, 8.124, 5.656], [-6.136, 2.652, 1.643], [3.357, -4.399, -3.087], [-4.856, 7.811, 3.698], [4.234, -3.156, 3.031], [-3.906, -0.286, -1.252], [-3.577, 1.060, -1.388], [-2.930, -1.172, -0.390], [10.316, -3.583, -0.145], [-3.609, -0.948, -2.694], [-5.176, -0.480, -0.762], [-3.575, -2.559, -5.246], [-2.871, -3.011, -4.532], [-3.181, -3.971, -0.312], [-2.611, 3.086, 3.789], [2.821, -0.447, -0.799], [-5.894, 3.807, 0.121], [-6.194, 8.788, 2.716], [11.227, -4.622, 0.068], [-1.787, -2.254, -3.784], [10.509, -2.920, -1.381], [1.626, -0.293, -1.750], [-3.466, -3.677, 1.162], [-11.026, 7.183, -0.978], [-7.596, 9.654, -3.946], [7.026, -1.444, -1.504], [-10.095, 1.907, 2.818], [2.108, -0.315, -6.220], [4.384, -3.031, 7.548], [-10.617, 6.845, 5.528], [3.966, -4.667, -1.276], [-0.652, -1.054, -0.790], [-1.902, -1.869, -1.154], [-1.779, -7.140, -0.169], [6.360, -0.087, -1.256], [0.649, -1.477, -1.507], [-2.280, -1.441, -2.593], [2.440, -2.720, 3.579], [8.536, -1.336, -1.664], [9.134, -2.711, -2.009], [4.051, -1.062, -1.470], [13.330, -5.897, -3.559], [5.029, 0.020, -1.985], [-1.871, -3.364, -0.843], [-1.485, 7.183, 7.261], [8.960, -0.995, -0.731], [4.360, -3.018, 8.626], [0.501, -2.057, -2.403], [-1.402, -1.550, -4.495], [-1.031, -2.972, -3.537], [3.451, -3.944, -0.658], [-1.640, -3.902, -1.744], [10.786, -5.288, 0.797], [11.094, -3.530, -2.056], [2.996, -0.476, -6.811], [-8.392, 9.893, -3.258], [-4.520, -3.634, 1.369], [-0.497, -1.173, 0.273], [1.156, 0.659, -1.556], [6.632, -1.919, -2.391], [-3.022, -4.435, 1.784], [11.426, -5.213, -0.819], [-0.832, -0.002, -0.930], [2.513, -2.210, 4.525], [3.762, -1.744, -2.258], [4.624, -1.653, -0.767], [13.874, -6.416, -4.333], [8.788, -0.658, -2.468], [-2.265, -6.400, 0.450], [-12.018, 7.581, -1.124], [11.013, -1.973, -1.214], [-9.310, 1.767, 2.089], [-1.710, -0.527, -2.704], [4.615, 1.004, -1.800], [12.158, -4.276, 0.505], [8.483, -3.477, -1.630], [6.233, 0.119, -0.203], [-3.233, 3.834, 3.317], [-1.595, 7.919, 8.041], [5.168, -0.045, -3.057], [9.250, -2.797, -3.080], [2.553, -1.082, 0.030], [-6.635, 9.494, 3.402], [7.015, 0.695, -1.624], [-5.383, 3.229, -0.636], [3.129, 0.495, -0.370], [-3.035, -5.034, -0.361], [-2.994, -2.759, 1.462], [2.015, -0.375, -2.762], [1.175, -2.126, -0.827], [-10.107, 6.276, 4.766], [6.803, -2.081, -0.625]], "forces_ev_per_a": [[-0.1723, 0.6480, -1.9560], [-0.0060, -0.0393, 0.1235], [-0.0538, 0.0590, -0.0174], [0.0005, 0.0178, -0.1476], [-0.0216, 0.0110, -0.0028], [-0.0020, -0.0148, 0.3499], [-0.0645, -0.0292, 0.0195], [0.0660, -0.0196, 0.0228], [0.0062, 0.0832, -0.0909], [0.0420, -0.1821, 0.1146], [-0.3203, 0.4955, -0.1811], [0.0305, 0.0001, -0.0449], [-0.0406, 0.0235, -0.2733], [-0.0174, -0.0518, 0.0089], [-0.0379, 0.0270, -0.1655], [-0.0310, -0.0574, 0.0040], [0.0273, -0.0484, -0.0171], [0.1310, -0.0282, 0.3227], [0.7092, -0.9757, 1.6790], [0.2028, 0.0751, -0.0674], [0.0380, -0.0742, 0.1417], [0.0799, -0.0369, -0.0221], [-0.0565, -0.0751, 0.0395], [0.0269, -0.0060, -0.0430], [-0.0372, -0.0611, -0.0276], [0.0817, -1.0148, -0.2556], [-0.0434, 0.0242, -0.0494], [0.0257, 0.0118, -0.0087], [-0.0380, -0.0388, -0.0014], [0.0497, 0.0289, 0.0530], [-0.0165, -0.0666, 0.0058], [0.0290, 0.0252, 0.0466], [-0.0778, -0.0213, 0.0016], [0.0645, -0.0136, -0.0419], [0.0564, -0.0525, -0.0871], [-0.4309, -0.9928, 0.1857], [-0.0183, -0.0582, -0.0006], [0.0691, 0.0219, 0.0598], [0.0124, 0.0761, 0.0676], [-0.0197, 0.0694, -0.0342], [-0.0192, -0.0591, 0.0274], [-0.0180, 0.0742, 0.0508], [-0.1691, -0.2398, -0.0154], [0.0087, 0.0077, 0.0092], [-0.0753, -0.0203, -0.0366], [0.5059, -0.5062, -0.9876], [2.1706, 2.5216, -0.0732], [-0.1886, -0.2294, 0.0462], [0.0341, 0.0448, -0.1700], [-0.5926, -1.1316, 1.0673], [-3.3919, -1.4975, 0.8720], [-6.0658, 3.8350, -6.0453], [5.3130, -3.0442, 5.4585], [0.2655, -0.0925, 0.8942], [-0.0364, 0.0508, -0.0037], [0.4675, -0.2706, -0.2652], [0.0113, -0.0445, -0.1002], [-0.0131, -0.0535, -0.0021], [-0.0589, -0.2866, 0.7121], [-0.9879, -0.7474, -0.0309], [-0.8159, -0.2482, -0.0136], [0.2990, -1.0745, 0.5715], [0.0490, 0.3989, -0.2731], [0.0136, 0.0069, 0.0032], [0.0477, -0.0328, -0.0087], [0.4805, 0.7860, 1.0274], [-0.0189, -0.0593, -0.0631], [-0.0488, 0.0933, 0.0346], [0.0481, 0.0262, -0.0207], [-0.0207, -0.0010, 0.0552], [-0.0252, 0.0686, -0.0254], [0.9182, -1.1409, -0.1658], [0.0317, 1.5678, 0.1872], [0.1747, -0.6499, 0.1695], [0.1181, 0.0393, -1.0641], [0.1927, 0.8636, 0.4308], [1.5396, 0.8418, -0.8899], [-0.0229, -0.0505, -0.1711], [-0.3893, -1.0775, -0.0399], [0.7038, 1.1892, 0.3118], [0.2272, 0.7474, -0.0282], [0.0002, 0.0331, 0.0413], [-0.2362, -0.2429, 0.4044], [-0.9367, 0.3150, 0.5123], [0.0069, -0.0300, -0.0495], [0.2505, 0.3448, 0.2671], [-0.0091, 0.0075, 0.0538], [-0.2853, -0.0422, -0.4540], [0.2752, 0.2127, -0.5219], [0.5177, -0.0721, 0.3944], [-0.0255, 0.0457, 0.0136], [0.4865, -0.2553, -0.3233], [-0.1885, -0.2265, 0.2508], [0.4325, -0.2124, -0.0226], [0.0529, -0.0330, -0.0091], [-0.0530, -0.0022, 0.0211], [-0.4017, 0.0492, 0.0165], [-0.0198, -0.0307, 0.4047], [-0.3360, 0.3390, -0.3569], [-0.3405, -0.1012, -0.2367], [0.1110, -0.4729, 0.2134], [0.0306, 0.0649, -0.3158], [-0.4390, 0.3417, -0.3548], [0.0169, 0.0467, 0.0665], [-0.1737, -0.1441, -0.2982], [-0.0800, -0.2624, 0.4118], [0.0260, -0.0283, -0.0385], [0.0595, 0.5153, -0.0487], [0.0397, -0.0656, 0.1343], [-0.0491, 0.0277, 0.0046], [0.2372, 0.2601, -0.0558], [0.0501, 0.0330, -0.0276], [0.4120, 0.2323, 0.0001], [-0.2415, 0.2985, -0.0126], [0.4251, 0.2144, -0.1113], [-0.1607, -0.5970, -0.0247], [-0.1245, -0.1004, 0.4578], [-0.0423, 0.0110, -0.0337], [0.0009, 0.0399, 0.0385], [0.2022, -0.1259, -0.3285], [-0.2755, -0.1842, -0.4166], [-0.1936, -0.0094, 0.1936], [-0.0142, 0.0414, 0.0347], [0.2413, 0.2968, -0.1251], [0.0426, -0.0628, 0.0088], [-0.0089, 0.4240, 0.1925], [-0.2871, -0.0270, -0.5138], [-0.1046, 0.5426, 0.1896], [-0.2243, 0.4898, -0.1041], [0.0331, -0.5500, 0.0053], [0.0551, 0.0011, -0.0396], [0.3400, 0.3062, -0.6534]], "orbital_gap_ev": 8.5, "total_charge": 0, "relative_energy_kcal_mol": 0.0}

---

No. 2
{"formula": "C33H47ClIrN6O7P2", "method": "ωB97M-V/def2-TZVPD", "symbols": ["Ir", "Cl", "P", "P", "O", "O", "O", "O", "O", "O", "O", "N", "N", "N", "N", "N", "N", "C", "C", "C", "C", "C", "C", "C", "C", "C", "C", "C", "C", "C", "C", "C", "C", "C", "C", "C", "C", "C", "C", "C", "C", "C", "C", "C", "C", "C", "C", "C", "C", "C", "H", "H", "H", "H", "H", "H", "H", "H", "H", "H", "H", "H", "H", "H", "H", "H", "H", "H", "H", "H", "H", "H", "H", "H", "H", "H", "H", "H", "H", "H", "H", "H", "H", "H", "H", "H", "H", "H", "H", "H", "H", "H", "H", "H", "H", "H", "H"], "positions_angstrom": [[0.017, -0.153, 0.001], [2.333, -6.365, -3.468], [3.260, -0.292, 0.849], [0.825, -0.469, 2.760], [4.568, -0.869, 0.509], [2.213, -0.220, -0.256], [1.126, 0.721, -6.896], [3.445, 1.175, 1.561], [-0.215, -1.242, 1.994], [0.884, -0.379, 4.242], [0.743, 1.019, 2.104], [-1.697, 1.123, -0.238], [1.009, -0.155, -4.177], [-1.600, -1.585, -0.518], [0.335, 0.373, -2.191], [3.348, -0.763, 3.536], [-0.185, 0.441, -4.347], [-0.535, -5.119, -0.518], [3.469, -3.095, -6.373], [2.269, 0.050, -6.381], [2.038, -4.945, -5.750], [-3.576, -2.742, 1.372], [-0.519, -3.755, -0.747], [4.380, 0.501, -4.951], [3.815, -1.976, -7.323], [-1.560, -2.952, -0.228], [2.524, -1.107, 2.325], [2.729, -0.899, -7.524], [-1.513, -5.699, 0.276], [-2.519, -3.529, 0.639], [2.455, -2.613, 2.132], [3.883, -4.330, -4.330], [-2.709, -0.957, -0.784], [2.652, 2.261, -5.169], [2.782, -5.127, -4.593], [0.556, -3.174, -1.623], [-4.978, -3.054, 0.832], [-2.791, 0.420, -0.687], [2.389, -3.936, -6.630], [4.083, 1.680, -7.119], [-2.463, -4.896, 0.876], [-3.864, 1.309, -0.881], [1.717, -0.832, -5.245], [3.341, 1.098, -5.907], [1.310, -0.197, -2.884], [-3.391, 2.565, -0.545], [4.221, -3.325, -5.225], [0.151, -3.226, -3.099], [-2.048, 2.398, -0.153], [-0.564, 0.759, -3.140], [-1.367, 3.165, 0.180], [3.833, 0.121, 3.354], [1.768, 2.609, -5.698], [3.872, 1.786, 0.943], [-5.183, -4.121, 0.917], [2.353, 1.972, -4.162], [2.210, -0.610, -2.461], [-3.539, -3.031, 2.425], [-4.857, 1.051, -1.205], [1.393, 1.263, -7.647], [4.470, -4.491, -3.437], [3.397, 2.104, -7.856], [-5.071, -2.788, -0.221], [3.974, -2.418, -8.310], [5.107, 1.274, -4.699], [-3.925, 3.498, -0.566], [1.195, -5.589, -5.957], [0.756, -2.142, -1.330], [1.814, -1.396, -7.854], [0.977, -2.906, -3.733], [4.759, -1.522, -7.024], [2.605, -0.624, 4.282], [1.762, -2.845, 1.324], [4.925, -0.325, -5.402], [5.091, -2.713, -5.019], [1.813, -3.807, -7.539], [2.082, -3.104, 3.034], [0.884, 1.752, 2.717], [-0.713, -2.588, -3.294], [-1.516, -6.768, 0.442], [3.053, -0.268, -8.353], [2.518, -1.406, -4.792], [-0.104, -4.248, -3.376], [4.740, 2.484, -6.788], [4.028, -1.485, 3.769], [1.475, -3.748, -1.487], [3.349, 3.094, -5.075], [3.928, 0.163, -4.019], [-3.378, -1.671, 1.329], [-5.737, -2.512, 1.395], [-3.182, -5.338, 1.555], [-1.478, 1.284, -2.926], [4.707, 0.931, -7.605], [3.434, -3.011, 1.858], [-3.578, -1.522, -1.105], [0.232, -5.738, -0.966], [1.004, -1.515, -5.709]], "forces_ev_per_a": [[-2.5442, -0.1688, -3.1587], [-0.0595, -0.0915, 0.1015], [0.9757, 0.1255, 0.6067], [0.5257, 0.7866, 1.0601], [-0.0819, -0.1150, -0.0098], [-1.3791, -0.2843, 0.6699], [-0.0719, 0.0370, -0.0496], [-0.1197, -0.2489, -0.5714], [0.0423, 0.8432, -1.5820], [-0.1504, -0.1316, -0.0924], [-0.0595, 0.0421, 0.2817], [1.1924, -2.2596, 0.5618], [0.0240, 0.0426, 0.7145], [1.7300, 2.2137, 0.3283], [-0.3034, -0.4724, 1.9620], [-0.1828, 0.2014, 0.0313], [-0.2884, 0.1758, -0.2397], [0.0014, -0.0980, 0.0980], [0.0673, -0.0442, 0.0615], [0.2211, -0.0893, 0.0853], [-0.0207, -0.0391, 0.0398], [-0.1769, -0.1620, -0.1725], [-0.2730, 0.4563, -0.0565], [-0.0663, 0.0239, -0.2042], [-0.0882, 0.1321, -0.0620], [0.2801, -1.3505, 0.4106], [-0.5600, 0.0601, -0.5643], [0.0557, -0.1365, 0.2502], [0.0400, 0.0756, 0.0054], [0.3338, 0.4600, -0.0269], [0.0690, -0.1535, -0.0516], [-0.0639, -0.0522, 0.0726], [-0.0213, -0.4084, -0.2981], [0.0514, -0.0554, -0.0418], [0.0735, 0.1682, -0.1328], [-0.1561, -0.1372, -0.1788], [0.1160, 0.1269, 0.1348], [-0.5797, 0.5448, -0.1112], [0.0525, 0.0479, 0.0331], [-0.0409, -0.1137, 0.1378], [0.0011, -0.1337, -0.1235], [0.1359, -0.1854, -0.0395], [-0.0043, 0.1962, -0.7266], [-0.1012, 0.1240, 0.0615], [0.2086, -0.0442, -0.1332], [0.3822, -0.0738, 0.0673], [-0.0434, 0.0305, -0.0625], [0.1087, 0.0618, 0.1187], [0.1168, 0.6968, 0.1640], [-0.0818, 0.0125, 0.0268], [0.0963, -0.0482, 0.0109], [0.0538, -0.0349, 0.2065], [-0.0071, 0.0516, 0.0124], [0.1169, 0.0559, 0.2085], [-0.0602, -0.0115, -0.0155], [-0.0430, 0.0522, 0.0424], [-0.0218, -0.1014, -0.0461], [0.0438, 0.0695, 0.0035], [-0.0315, -0.0491, -0.0592], [0.0054, -0.0351, -0.0245], [0.0099, -0.0264, 0.0111], [0.0253, 0.0148, -0.0592], [-0.0471, -0.0039, -0.0244], [0.1039, 0.0541, 0.0028], [0.0331, 0.0016, 0.0480], [-0.0043, 0.0425, 0.0091], [-0.0057, -0.0273, 0.0077], [0.1402, -0.1650, -0.0415], [-0.0054, 0.0175, -0.0408], [-0.0127, -0.0412, -0.0690], [0.0462, -0.0374, -0.0645], [0.3580, -0.0723, -0.0237], [-0.0145, -0.0166, 0.0186], [0.0438, -0.0590, 0.0679], [0.0062, 0.0433, 0.0019], [-0.0446, 0.0150, -0.0155], [0.0078, -0.0335, -0.0225], [0.0818, -0.0531, -0.0074], [-0.0439, 0.0172, -0.0198], [0.0244, -0.0168, 0.0471], [-0.0998, 0.0038, -0.0293], [-0.0570, -0.0441, 0.0653], [-0.0257, -0.0242, -0.0557], [-0.0087, 0.0401, -0.0021], [-0.0147, -0.0073, -0.0290], [0.0288, 0.0296, 0.0377], [0.0494, 0.0053, 0.0363], [0.0389, -0.0423, 0.0574], [-0.0029, -0.0099, 0.1245], [-0.0489, -0.0003, -0.0181], [-0.0601, 0.0099, -0.0033], [-0.0805, -0.0456, 0.0286], [-0.0002, 0.0118, -0.0796], [0.0211, 0.0037, 0.0691], [0.0313, -0.1243, 0.1251], [0.0655, 0.0218, -0.0210], [0.0216, -0.0661, 0.1335]], "orbital_gap_ev": [6.6, 6.6], "total_charge": 1, "relative_energy_kcal_mol": 26.2}